Version i
Molecular formula: C5H9N3
Method: DFT, the ωB97M-V functional and the def2-TZVPD basis

The geometry in XYZ format:
```
17
Properties=species:S:1:pos:R:3:nbo_charge:R:1
H -2.07468 1.13990 -0.85972 0.36
N -2.13434 0.13896 -0.43045 -0.70
C -1.04462 -0.39687 -0.10220 0.46
N -0.93038 -1.71969 0.28436 -0.82
C 0.24798 0.41428 0.05301 -0.23
C 0.38194 0.76469 1.62370 -0.58
C 0.19941 1.75652 -0.74172 -0.59
C 1.44442 -0.31024 -0.37303 0.29
N 2.26198 -1.09890 -0.56041 -0.32
H -0.01417 -2.15334 0.01225 0.40
H -1.68318 -2.34360 -0.12211 0.40
H 1.22146 1.52870 1.75814 0.22
H 0.72738 -0.11616 2.26134 0.23
H -0.58662 1.13081 1.94244 0.23
H 1.15888 2.18921 -0.72776 0.22
H -0.50262 2.50013 -0.34282 0.22
H -0.00200 1.51147 -1.73486 0.22
```

HOMO-LUMO gap	10.41	eV
structure (SMILES)	[H]/N=C(/N)C(C)(C)C#N
LUMO energy	0.682	eV
HOMO	-9.72	eV

---

Version ii
Molecular formula: C5H9N3
Method: DFT, the ωB97M-V functional and the def2-TZVPD basis

The geometry in XYZ format:
```
17
Properties=species:S:1:pos:R:3:nbo_charge:R:1
C -1.09670 -0.95692 -1.11416 -0.29
C 0.21246 -0.35601 -0.63918 -0.36
C -0.15537 0.68302 0.53567 -0.16
C 0.94842 0.51894 1.52286 -0.08
N 2.47918 1.04804 0.55071 -0.28
C 1.95891 1.51541 1.56799 0.00
N -1.44745 0.38857 1.03629 -0.58
N -0.63282 -2.15272 -1.75941 -0.47
H -1.61456 -1.36995 -0.21215 0.30
H -1.80108 -0.35868 -1.72052 0.20
H 0.69490 -1.22609 -0.18245 0.24
H 0.74185 0.07740 -1.50604 0.24
H 1.22359 -0.51909 1.70637 0.22
H 1.89079 2.44986 2.13025 0.18
H -2.14638 0.98364 0.60601 0.33
H -0.06129 1.67452 0.04576 0.20
H -1.19447 -2.39993 -2.56801 0.32
```

HOMO-LUMO gap	5.63	eV
LUMO energy	-2.442	eV
HOMO	-8.07	eV

---

Version iii
Molecular formula: C5H9N3
Method: DFT, the ωB97M-V functional and the def2-TZVPD basis

The geometry in XYZ format:
```
17
Properties=species:S:1:pos:R:3:nbo_charge:R:1
C 1.50410 -0.51611 1.88506 -0.47
C 1.35147 0.61888 1.12518 -0.01
N 0.05137 1.18468 0.78884 -0.63
C -0.82842 0.38646 -0.04617 0.31
C -0.27208 -0.87545 -0.51155 -0.31
C 0.87416 -0.77097 -1.19916 -0.29
N -1.99338 0.93475 -0.23811 -0.26
N -2.78989 0.19745 -1.16416 -0.68
H 2.52570 -0.87546 1.86251 0.21
H 0.68970 -1.00541 2.29897 0.20
H 2.26905 1.31957 1.05107 0.20
H 0.10023 2.17691 0.57181 0.40
H -0.68148 -1.76662 -0.01310 0.24
H 1.24202 0.15401 -1.53807 0.19
H 1.56795 -1.55452 -1.38744 0.20
H -3.42275 0.78985 -1.77793 0.37
H -2.18778 -0.39804 -1.70777 0.34
```

HOMO-LUMO gap	8.56	eV
structure (SMILES)	C=CN/C(C=C)=N/N
LUMO energy	0.742	eV
HOMO	-7.81	eV

---

Version iv
Molecular formula: C5H9N3
Method: DFT, the ωB97M-V functional and the def2-TZVPD basis

The geometry in XYZ format:
```
17
Properties=species:S:1:pos:R:3:nbo_charge:R:1
C -0.80907 1.56032 -1.02467 -0.38
C -0.07507 0.08447 1.37594 -0.28
C 0.13618 -1.29627 1.74079 -0.19
C 0.41251 -2.02691 0.53055 -0.21
C 0.67468 -1.13240 -0.53711 0.36
H -1.71646 0.93628 0.04179 0.15
H -0.84913 2.87253 -1.14599 0.19
H -1.24438 1.05966 -2.30832 0.22
H 0.87820 2.03162 0.02353 0.36
H 0.28606 0.97155 1.98971 0.22
H -1.13425 0.36951 1.41289 0.22
H -0.28222 -1.88976 2.63684 0.24
H 0.25177 -3.01194 0.18828 0.24
H 1.46111 -0.53497 -2.28815 0.34
N 0.52223 1.36882 -0.78154 -0.47
N 0.32036 0.11105 -0.10334 -0.29
N 1.16747 -1.47357 -1.75120 -0.72
```

HOMO-LUMO gap	8.61	eV
LUMO energy	0.209	eV
HOMO	-8.40	eV

---

Most stable of them? version i.

---

Version i
Molecular formula: C3H4Cl2S
Method: DFT, the ωB97M-V functional and the def2-TZVPD basis

The geometry in XYZ format:
```
10
Properties=species:S:1:pos:R:3:nbo_charge:R:1
C 1.40486 -0.65113 0.22927 -0.36
C 0.39823 0.11980 0.63455 -0.24
C -1.06836 0.15052 0.03300 -0.22
S -1.37603 1.69263 -0.83173 0.07
Cl -2.19615 -0.31181 1.29263 0.04
Cl -1.21362 -1.24613 -1.22979 -0.08
H 2.33480 -0.39975 0.67584 0.20
H 1.36591 -1.38861 -0.56133 0.22
H 0.64269 0.79567 1.38065 0.22
H -0.29233 1.23881 -1.62309 0.16
```

HOMO-LUMO gap	10.33	eV
structure (SMILES)	C=CC(S)(Cl)Cl
LUMO energy	0.600	eV
HOMO	-9.73	eV

---

Version ii
Molecular formula: C3H4Cl2S
Method: DFT, the ωB97M-V functional and the def2-TZVPD basis

The geometry in XYZ format:
```
10
Properties=species:S:1:pos:R:3:nbo_charge:R:1
C -0.63676 0.12488 -0.47806 -0.49
C 0.00128 -0.22869 0.81510 -0.49
C -2.02119 0.00952 0.02382 -0.14
S -1.46480 0.20829 1.81319 0.21
Cl -2.80012 -1.51210 -0.21055 0.03
Cl -3.17783 1.32646 -0.52862 -0.04
H -0.32147 1.08666 -0.77300 0.24
H -0.51249 -0.46112 -1.37213 0.23
H 0.07338 -1.30905 0.70528 0.22
H 0.75021 0.37531 1.21489 0.23
```

HOMO-LUMO gap	9.76	eV
LUMO energy	0.486	eV
HOMO	-9.27	eV

---

Most stable of them? version ii.

---

Version i
Molecular formula: C3H4Cl2S
Method: DFT, the ωB97M-V functional and the def2-TZVPD basis

The geometry in XYZ format:
```
10
Properties=species:S:1:pos:R:3:nbo_charge:R:1
C 0.93970 -1.01557 0.03032 -0.20
C 1.68636 0.06251 0.57382 -0.77
C -1.87139 0.37465 -0.90331 -0.25
S 0.19692 -2.26804 -0.45912 0.18
Cl -1.06542 1.82831 -0.42774 0.02
Cl -2.82668 -0.32245 0.33808 0.03
H 0.92695 0.94534 0.67608 0.26
H 2.70967 0.07089 0.26883 0.24
H 1.85030 -0.11767 1.67762 0.28
H -2.54641 0.44203 -1.77457 0.20
```

HOMO-LUMO gap (alpha / beta)	9.42 / 5.41	eV
LUMO energy (alpha / beta)	0.561 / -0.755	eV
HOMO (alpha / beta)	-8.86 / -6.16	eV

---

Version ii
Molecular formula: C3H4Cl2S
Method: DFT, the ωB97M-V functional and the def2-TZVPD basis

The geometry in XYZ format:
```
10
Properties=species:S:1:pos:R:3:nbo_charge:R:1
S 1.27973 1.94775 0.71002 -0.01
C 0.25697 0.48697 0.80267 -0.59
C -0.53986 0.15654 -0.39002 -0.24
C -0.80238 -1.08998 -0.67146 -0.10
Cl -1.86449 -1.54669 -1.97327 0.03
Cl 0.02098 -2.36527 0.09255 0.04
H 2.26428 1.38520 -0.10353 0.13
H 0.85816 -0.41279 0.98224 0.24
H -0.57440 0.53116 1.61445 0.25
H -0.89899 0.90711 -1.06365 0.24
```

HOMO-LUMO gap	9.96	eV
structure (SMILES)	SCC=C(Cl)Cl
LUMO energy	0.624	eV
HOMO	-9.34	eV

---

Most stable of them? version ii.

---

Version i
Molecular formula: C4H11N2O2
Method: DFT, the ωB97M-V functional and the def2-TZVPD basis

The geometry in XYZ format:
```
19
Properties=species:S:1:pos:R:3:nbo_charge:R:1
N -0.23700 1.88163 1.33080 -0.87
C 0.26293 0.82860 0.36809 -0.05
C 1.72054 0.29243 0.62247 -0.10
O 2.28440 0.69971 1.84481 -0.72
C -0.79186 -0.25362 0.10858 -0.24
N -0.58854 -0.72162 -1.24256 -0.69
C -1.34466 -1.95109 -1.69030 0.12
O -2.69313 -1.89249 -1.66389 -0.97
H 0.44301 2.59351 1.54382 0.36
H -0.75036 1.40979 2.06244 0.36
H 0.35815 1.49556 -0.57248 0.16
H 2.22293 0.67397 -0.26679 0.16
H 1.69267 -0.78408 0.49342 0.18
H 2.90943 1.39316 1.61664 0.46
H -0.66231 -1.06471 0.80548 0.18
H -1.84540 0.15498 0.23432 0.18
H -0.91909 0.05043 -1.80953 0.33
H -1.05962 -2.02468 -2.77391 0.08
H -1.00210 -2.78147 -1.01142 0.07
```

HOMO-LUMO gap	5.28	eV
structure (SMILES)	N[C@@H](CO)CNC[O-]
LUMO energy	2.997	eV
charge	-1
HOMO	-2.28	eV

---

Version ii
Molecular formula: C4H11N2O2
Method: DFT, the ωB97M-V functional and the def2-TZVPD basis

The geometry in XYZ format:
```
19
Properties=species:S:1:pos:R:3:nbo_charge:R:1
O 2.01403 -1.65265 2.03178 -0.94
C 0.76932 -1.25998 2.25457 0.14
N 0.32827 0.03029 1.53071 -0.71
C 1.02269 0.17763 0.25977 -0.26
C 0.26247 -0.55389 -0.87138 -0.23
N -0.40079 0.29109 -1.85482 -0.67
C -1.27082 1.33431 -1.46166 0.08
O -2.64868 0.94926 -1.42546 -0.75
H -0.00978 -2.00850 1.93882 0.05
H 0.52784 -1.00081 3.32304 0.06
H 0.66388 0.79899 2.10209 0.33
H 1.03342 1.23984 0.00200 0.16
H 2.03794 -0.21127 0.32934 0.22
H -0.47228 -1.17272 -0.35772 0.18
H 0.97247 -1.21423 -1.37988 0.19
H -0.00451 0.35191 -2.77461 0.37
H -0.98575 1.67193 -0.46503 0.16
H -1.18176 2.15275 -2.16636 0.15
H -2.65795 0.07608 -1.01519 0.47
```

HOMO-LUMO gap	6.23	eV
structure (SMILES)	[O-]CNCCNCO
LUMO energy	3.594	eV
charge	-1
HOMO	-2.63	eV

---

Most stable of them? version ii.

---

Version i
Molecular formula: C2H9N3O
Method: DFT, the ωB97M-V functional and the def2-TZVPD basis

The geometry in XYZ format:
```
15
Properties=species:S:1:pos:R:3:nbo_charge:R:1
C -1.14946 0.67357 1.27448 -0.45
N 0.45717 0.35502 1.57397 -0.61
C 1.04934 0.05113 0.31132 -0.08
N 0.15426 -0.79603 -0.49255 -0.53
N -0.48184 -0.40269 -1.66604 -0.17
O 0.29111 -0.79101 -2.80242 -0.59
H -1.85624 0.04040 0.73020 0.20
H -1.10358 1.66698 0.83516 0.19
H -1.53342 0.73607 2.28815 0.20
H 0.49742 -0.46769 2.17098 0.35
H 2.00159 -0.48067 0.45217 0.19
H 1.19492 0.98396 -0.25002 0.17
H -0.20208 -1.65252 -0.08597 0.37
H -0.53630 0.62000 -1.68634 0.32
H 1.21709 -0.53652 -2.65309 0.44
```

HOMO-LUMO gap	9.74	eV
structure (SMILES)	CNCNNO
LUMO energy	0.980	eV
HOMO	-8.76	eV

---

Version ii
Molecular formula: C2H9N3O
Method: DFT, the ωB97M-V functional and the def2-TZVPD basis

The geometry in XYZ format:
```
15
Properties=species:S:1:pos:R:3:nbo_charge:R:1
N 1.59486 0.63637 1.57661 -0.83
C 0.67507 -0.32517 1.94483 0.40
N 0.10018 -1.09441 1.08740 -0.64
H 2.56404 0.34007 1.55082 0.41
H 1.32903 0.91819 0.63224 0.41
H 0.27312 -0.43138 2.95810 0.18
H 0.16382 -0.86975 -0.01267 0.45
H -0.84944 -1.36633 1.34026 0.39
N -1.58443 0.72982 -1.17070 -0.87
C -0.46848 0.18183 -2.00467 0.11
O 0.33167 -0.72485 -1.41361 -0.90
H -2.13760 -0.02518 -0.75998 0.33
H -1.26408 1.21087 -0.33296 0.32
H -0.81266 -0.23951 -3.00321 0.12
H 0.08490 1.05944 -2.39246 0.11
```

HOMO-LUMO gap	7.17	eV
LUMO energy	-0.407	eV
HOMO	-7.57	eV

---

Version iii
Molecular formula: C2H9N3O
Method: DFT, the ωB97M-V functional and the def2-TZVPD basis

The geometry in XYZ format:
```
15
Properties=species:S:1:pos:R:3:nbo_charge:R:1
H -0.47107 -0.70690 -2.85069 0.36
N -0.38518 -0.52492 -1.85409 -0.75
C -1.10503 -1.53418 -1.40844 0.29
N -1.50343 -1.83742 -0.11475 -0.82
H -1.20216 -2.47902 -1.96430 0.15
H -2.43986 -2.25374 -0.11582 0.40
H -1.13565 -1.27043 0.58003 0.42
N 1.72714 2.00129 0.75751 -0.90
C 0.87390 1.05790 1.39385 0.11
O -0.33361 0.66129 0.59368 -0.81
H 2.21846 2.67564 1.43650 0.38
H 1.80766 2.15272 -0.20229 0.39
H 1.25338 0.10392 1.75107 0.13
H 0.67167 1.58238 2.39478 0.15
H 0.02377 0.37148 -0.39703 0.50
```

HOMO-LUMO gap	9.51	eV
structure (SMILES)	[H]/N=C/N.NCO
LUMO energy	0.964	eV
HOMO	-8.55	eV

---

Version iv
Molecular formula: C2H9N3O
Method: DFT, the ωB97M-V functional and the def2-TZVPD basis

The geometry in XYZ format:
```
15
Properties=species:S:1:pos:R:3:nbo_charge:R:1
C 1.72070 -1.17190 -0.64365 -0.41
N 1.55004 -0.53581 0.64717 -0.99
H 2.10510 0.32152 0.64549 0.32
H 0.13818 -0.34868 0.81564 0.43
H 2.76061 -1.49116 -0.79265 0.17
H 1.47244 -0.51811 -1.49491 0.12
H 1.08960 -2.06419 -0.70561 0.18
N -0.59627 0.73250 0.60249 -0.49
N -0.57102 1.43376 -0.60938 -0.65
C -2.29698 0.15334 0.78972 0.53
O -2.97192 0.04928 -0.20549 -0.50
H -0.36227 1.24353 1.44001 0.38
H -1.48046 1.29919 -1.06964 0.37
H 0.10941 1.00117 -1.23047 0.37
H -2.66715 -0.10443 1.81128 0.17
```

HOMO-LUMO gap	6.88	eV
LUMO energy	-0.036	eV
HOMO	-6.92	eV

---

Most stable of them? version iii.

---

Version i
Molecular formula: C2H9N3O
Method: DFT, the ωB97M-V functional and the def2-TZVPD basis

The geometry in XYZ format:
```
15
Properties=species:S:1:pos:R:3:nbo_charge:R:1
C -0.23904 0.65636 0.65688 0.30
C 0.49758 -0.15121 1.69916 -0.66
N -0.38989 -1.10185 -1.00208 -0.46
N -1.23611 -0.01609 -0.01692 -0.48
N 0.20396 -0.76014 -2.20892 -0.63
O 0.57029 1.50697 -0.08712 -0.73
H 1.49482 1.38456 0.15989 0.48
H -0.41742 -2.04490 -0.63422 0.38
H -1.69790 0.60521 -0.67713 0.36
H -1.15053 1.43740 1.27578 0.11
H 0.81728 0.04542 -2.10750 0.35
H -0.48509 -0.52024 -2.91843 0.33
H 0.96686 0.51836 2.41901 0.22
H 1.26875 -0.76012 1.22535 0.21
H -0.20356 -0.79974 2.21626 0.24
```

HOMO-LUMO gap	9.48	eV
LUMO energy	0.907	eV
HOMO	-8.57	eV

---

Version ii
Molecular formula: C2H9N3O
Method: DFT, the ωB97M-V functional and the def2-TZVPD basis

The geometry in XYZ format:
```
15
Properties=species:S:1:pos:R:3:nbo_charge:R:1
H -0.02200 -1.76121 -0.94377 0.36
N 0.57890 -0.96278 -1.15607 -0.88
C 0.85942 -0.46702 0.00125 0.62
N 1.32061 -1.19540 1.05493 -0.83
N 0.59898 0.84541 0.38826 -0.62
C 0.15720 1.83460 -0.58913 -0.44
H 1.68019 -0.89062 1.94222 0.39
H 1.34333 -2.19192 0.96130 0.39
H 1.18713 1.28898 1.07400 0.38
H -0.85800 2.24424 -0.48672 0.19
H 0.13399 1.28174 -1.53442 0.25
H 0.79717 2.71997 -0.53229 0.19
O -2.70173 -1.31122 -0.19858 -0.93
H -3.09951 -0.70927 0.45508 0.46
H -1.97567 -0.72549 -0.43605 0.47
```

HOMO-LUMO gap	9.35	eV
structure (SMILES)	[H]/N=C(\N)NC.O
LUMO energy	0.705	eV
HOMO	-8.65	eV

---

Most stable of them? version ii.